70
Properties=species:S:1:pos:R:3 method="wB97M-V/def2-TZVPD" homo_energy_ev=-7.929 lumo_ev=0.7 energy_ha=-1348.96081 charge=0 orbital_gap_ev=8.64 smiles=CC1CCN(C[C@H](O)COc2ccc(OC[C@@H](O)CN3CCC(C)CC3)cc2)CC1 largest_force_ev_per_a=0.684 e_above_lowest_kcal_mol=3.8
C 6.211 4.533 0.820
C 5.593 3.355 0.075
C 4.752 2.485 1.008
C 4.188 1.285 0.254
N 5.269 0.486 -0.302
C 4.804 -0.781 -0.841
C 4.672 -1.797 0.303
O 5.845 -1.803 1.077
C 4.441 -3.214 -0.239
O 3.268 -3.312 -1.010
C 2.049 -3.244 -0.392
C 1.824 -3.337 0.978
C 0.538 -3.271 1.474
C -0.557 -3.106 0.628
O -1.774 -3.049 1.256
C -2.968 -2.952 0.510
C -3.397 -1.489 0.283
O -2.430 -0.778 -0.461
C -4.732 -1.432 -0.472
N -5.525 -0.292 -0.061
C -4.996 0.961 -0.572
C -5.729 2.136 0.064
C -7.223 2.063 -0.246
C -7.989 3.198 0.425
C -7.735 0.699 0.214
C -6.924 -0.425 -0.424
C -0.334 -3.015 -0.742
C 0.954 -3.086 -1.237
C 6.031 1.272 -1.257
C 6.666 2.472 -0.559
H 6.801 5.147 0.143
H 6.862 4.179 1.617
H 5.436 5.155 1.261
H 4.944 3.743 -0.720
H 3.930 3.064 1.432
H 5.378 2.127 1.828
H 3.608 0.662 0.939
H 3.508 1.635 -0.544
H 5.557 -1.156 -1.539
H 3.848 -0.694 -1.379
H 3.813 -1.519 0.937
H 6.177 -0.891 1.052
H 4.449 -3.928 0.593
H 5.256 -3.475 -0.919
H 2.640 -3.468 1.671
H 0.357 -3.346 2.534
H -3.727 -3.448 1.122
H -2.887 -3.478 -0.446
H -3.532 -1.017 1.268
H -1.589 -0.817 0.010
H -4.509 -1.421 -1.553
H -5.301 -2.336 -0.246
H -3.933 1.008 -0.336
H -5.099 1.012 -1.672
H -5.308 3.072 -0.309
H -5.584 2.100 1.145
H -7.359 2.140 -1.331
H -7.618 4.162 0.085
H -7.873 3.147 1.505
H -9.049 3.135 0.191
H -8.788 0.579 -0.047
H -7.638 0.627 1.298
H -7.285 -1.390 -0.057
H -7.062 -0.403 -1.521
H -1.145 -2.867 -1.437
H 1.132 -3.017 -2.299
H 6.815 0.637 -1.678
H 5.393 1.625 -2.087
H 7.250 3.042 -1.283
H 7.342 2.112 0.219

=====

70
Properties=species:S:1:pos:R:3 method="wB97M-V/def2-TZVPD" homo_energy_ev=-8.508 lumo_ev=0.2 energy_ha=-1266.89482 charge=0 orbital_gap_ev=8.74 smiles=c1cc[nH]c1.CCCC#N.CCCC#N.CCCC#N.CCCC#N.CCCC#N largest_force_ev_per_a=7.793 e_above_lowest_kcal_mol=47.9
C 0.713 1.368 -1.504
C 1.798 0.835 -0.745
C 1.272 -0.345 -0.190
N -0.077 -0.537 -0.569
C -0.399 0.708 -1.115
H 0.693 2.317 -2.019
H 2.812 1.202 -0.698
H 1.653 -1.083 0.501
H -0.627 -1.293 -0.187
H -1.387 1.013 -1.428
C -2.502 0.128 -4.730
C -1.051 0.463 -5.014
C -0.337 -0.341 -6.081
C -0.614 -1.754 -5.981
N -0.898 -2.938 -5.909
H -2.873 0.731 -3.901
H -2.671 -0.927 -4.516
H -3.084 0.464 -5.589
H -0.529 0.294 -4.072
H -0.948 1.527 -5.231
H 0.709 -0.160 -5.836
H -0.556 -0.047 -7.108
C -0.675 4.562 0.897
C 0.333 5.567 1.528
C -0.095 6.263 2.761
C -1.315 7.037 2.519
N -2.274 7.662 2.422
H -0.384 3.971 0.028
H -1.478 5.154 0.460
H -1.082 3.843 1.608
H 0.554 6.342 0.793
H 1.290 5.051 1.595
H 0.666 6.892 3.224
H -0.274 5.441 3.455
C 3.324 -2.579 3.083
C 4.220 -1.731 2.091
C 4.786 -0.433 2.619
C 6.006 -0.440 3.479
N 6.907 -0.324 4.222
H 3.674 -2.664 4.112
H 3.023 -3.575 2.758
H 2.428 -1.981 3.251
H 3.631 -1.636 1.178
H 5.037 -2.313 1.664
H 4.026 0.210 3.064
H 5.111 0.223 1.812
C 0.123 0.092 6.033
C 0.477 0.965 4.724
C 0.131 0.308 3.386
C -1.249 -0.125 3.351
N -2.323 -0.579 3.274
H -0.952 -0.087 6.051
H 0.334 0.663 6.937
H 0.543 -0.913 5.987
H 1.521 1.276 4.757
H -0.042 1.914 4.862
H 0.742 -0.581 3.232
H 0.276 0.936 2.507
C -4.543 -4.938 -3.021
C -3.312 -4.879 -3.951
C -2.061 -4.741 -3.183
C -2.078 -3.713 -2.102
N -2.018 -2.949 -1.214
H -5.383 -4.885 -3.714
H -4.548 -4.050 -2.390
H -4.649 -5.872 -2.469
H -3.420 -4.051 -4.651
H -3.121 -5.735 -4.597
H -1.207 -4.562 -3.836
H -1.777 -5.664 -2.678

=====

74
Properties=species:S:1:pos:R:3 method="wB97M-V/def2-TZVPD" homo_energy_ev="-7.686 / -7.645" lumo_ev="-2.8 / -2.8" energy_ha=-2750.17217 charge=+1 orbital_gap_ev="4.85 / 4.82" largest_force_ev_per_a=0.727
Ti 0.075 -0.156 0.604
N -2.740 -0.312 -0.761
C -2.222 -1.541 -0.481
C -3.079 -2.675 -0.552
C -2.599 -3.909 -0.290
C -1.222 -4.064 0.025
C -0.428 -2.970 0.073
N -0.906 -1.686 -0.148
C -2.222 0.982 -0.731
C -3.076 2.082 -0.895
C -2.580 3.355 -0.880
C -1.163 3.535 -0.711
C -0.355 2.468 -0.574
N -0.844 1.140 -0.564
H -3.752 -0.323 -0.806
H -4.122 -2.524 -0.798
H -3.248 -4.770 -0.337
H -0.793 -5.035 0.214
H 0.637 -3.037 0.286
H -4.138 1.903 -1.017
H -3.235 4.204 -0.992
H -0.726 4.522 -0.701
H 0.723 2.560 -0.461
C -2.265 1.540 2.878
Si -1.324 0.039 3.490
C -1.089 0.201 5.327
C -2.344 -1.496 3.130
N 0.144 -0.072 2.519
C 1.525 0.041 2.885
C 1.966 0.181 4.194
C 3.318 0.286 4.492
C 4.253 0.255 3.474
C 3.831 0.111 2.160
C 2.485 -0.005 1.842
N 2.008 -0.162 0.503
Si 3.067 -0.287 -0.871
C 4.163 -1.790 -0.782
C 4.051 1.265 -1.175
C 1.923 -0.493 -2.358
H -3.030 1.840 3.593
H -2.778 1.351 1.929
H -1.600 2.391 2.726
H -2.093 0.262 5.752
H -0.554 1.104 5.610
H -0.588 -0.652 5.779
H -3.013 -1.721 3.958
H -1.709 -2.369 2.971
H -2.974 -1.372 2.245
H 1.252 0.207 4.994
H 3.630 0.394 5.521
H 5.307 0.339 3.693
H 4.575 0.087 1.379
H 4.737 -1.858 0.138
H 4.867 -1.796 -1.613
H 3.554 -2.692 -0.853
H 4.717 1.530 -0.360
H 3.378 2.110 -1.334
H 4.659 1.149 -2.073
H 1.237 -1.335 -2.225
H 2.510 -0.689 -3.253
H 1.356 0.424 -2.530
N 0.117 0.476 -5.556
C -0.662 1.498 -4.869
C -1.738 0.834 -4.038
N -1.095 -0.339 -3.372
H 1.088 0.747 -5.649
H -0.232 0.289 -6.488
H -0.318 -0.666 -3.988
H -1.155 2.207 -5.540
H -0.008 2.078 -4.218
H -2.573 0.467 -4.633
H -2.118 1.493 -3.259
H -0.697 -0.044 -2.466
H -1.745 -1.106 -3.188

=====

87
Properties=species:S:1:pos:R:3 method="wB97M-V/def2-TZVPD" homo_energy_ev=-9.405 lumo_ev=0.0 energy_ha=-4283.66209 charge=0 orbital_gap_ev=9.41 smiles="CCOS(C)(=O)=O.CCOS(C)(=O)=O.O=S1(=O)OCCO1.O=S1(=O)OCCO1.O=S1(=O)OCCO1.c1ccccc1.c1ccccc1" largest_force_ev_per_a=1.607 e_above_lowest_kcal_mol=0.0
C 4.691 -0.871 2.089
C 3.952 0.161 1.280
O 4.584 0.298 -0.003
S 4.226 1.527 -0.947
C 3.073 0.735 -2.018
O 3.564 2.527 -0.172
O 5.410 1.799 -1.666
H 4.978 -1.738 1.485
H 4.106 -1.258 2.919
H 5.664 -0.502 2.419
H 2.890 -0.096 1.193
H 3.958 1.123 1.793
H 3.622 0.240 -2.812
H 2.437 1.509 -2.447
H 2.448 0.063 -1.439
C -3.440 -0.270 -3.242
C -3.056 -1.643 -2.744
O -4.198 -2.506 -2.880
S -4.013 -4.005 -2.408
C -3.190 -4.717 -3.796
O -3.156 -3.993 -1.259
O -5.299 -4.567 -2.324
H -4.377 0.087 -2.816
H -3.574 -0.315 -4.326
H -2.633 0.436 -3.057
H -2.264 -2.031 -3.396
H -2.663 -1.595 -1.731
H -2.156 -4.387 -3.858
H -3.742 -4.419 -4.682
H -3.227 -5.791 -3.624
O 1.498 -2.664 2.369
S 1.523 -3.767 1.476
O 2.699 -4.530 1.334
O 0.321 -4.746 1.797
C -0.902 -4.165 1.290
C -0.475 -3.253 0.123
O 0.961 -3.310 0.075
H -1.571 -4.947 0.948
H -1.308 -3.607 2.129
H -0.829 -2.250 0.355
H -0.787 -3.562 -0.866
O -0.017 0.555 -1.922
S -0.447 0.732 -0.583
O 0.138 -0.034 0.456
O -0.409 2.269 -0.242
C -1.591 2.682 0.513
C -2.670 1.813 -0.080
O -2.042 0.614 -0.546
H -1.359 2.602 1.573
H -1.638 3.732 0.239
H -3.224 2.312 -0.875
H -3.416 1.491 0.646
O -6.192 3.510 3.349
S -4.796 3.396 3.260
O -4.262 2.124 2.922
O -4.130 4.461 2.279
C -3.592 5.559 3.018
C -3.145 4.947 4.327
O -4.181 4.000 4.592
H -2.830 6.101 2.466
H -4.390 6.283 3.214
H -3.178 5.682 5.128
H -2.153 4.495 4.287
C 1.968 -1.220 -5.340
C 3.014 -2.079 -5.618
C 3.353 -3.051 -4.697
C 2.699 -3.122 -3.471
C 1.603 -2.301 -3.240
C 1.191 -1.393 -4.197
H 1.658 -0.460 -6.048
H 3.652 -1.899 -6.474
H 4.097 -3.811 -4.906
H 2.938 -3.912 -2.772
H 1.065 -2.349 -2.299
H 0.285 -0.809 -4.108
C 2.171 3.184 5.293
C 2.579 3.858 4.144
C 2.266 3.351 2.893
C 1.548 2.171 2.808
C 1.120 1.499 3.953
C 1.437 2.006 5.203
H 2.499 3.557 6.256
H 3.119 4.780 4.320
H 2.571 3.888 2.004
H 1.349 1.716 1.846
H 0.507 0.618 3.802
H 1.091 1.452 6.067

=====

88
Properties=species:S:1:pos:R:3 method="wB97M-V/def2-TZVPD" homo_energy_ev=-10.321 lumo_ev=0.0 energy_ha=-2744.18856 charge=0 orbital_gap_ev=10.33 smiles="COC(=O)OC.COC(=O)OC.COC(=O)OC.COC(=O)OC.O=C1OCCO1.O=C1OCCO1.O=C1OCCO1.O=C1OCCO1" largest_force_ev_per_a=5.887 e_above_lowest_kcal_mol=91.7
C 3.788 -0.276 2.526
O 3.260 -1.496 1.992
C 3.576 -2.652 2.590
O 4.163 -2.790 3.679
O 3.329 -3.620 1.759
C 3.660 -5.011 2.101
H 3.424 -0.035 3.525
H 3.632 0.605 1.903
H 4.875 -0.333 2.563
H 4.740 -5.157 2.113
H 3.150 -5.619 1.353
H 3.244 -5.220 3.086
C 1.146 -3.475 -0.561
O 2.422 -3.214 -1.084
C 3.125 -4.295 -1.474
O 2.753 -5.509 -1.422
O 4.294 -3.853 -1.909
C 5.352 -4.657 -2.489
H 1.142 -3.410 0.527
H 0.682 -4.421 -0.840
H 0.458 -2.636 -0.670
H 5.162 -5.716 -2.662
H 6.174 -4.599 -1.776
H 5.759 -4.363 -3.456
C 1.567 0.151 0.229
O 0.605 0.622 -0.701
C -0.554 1.125 -0.229
O -0.783 1.439 0.976
O -1.421 1.182 -1.271
C -2.798 1.367 -1.059
H 1.819 0.934 0.944
H 2.467 -0.204 -0.274
H 1.105 -0.651 0.806
H -3.123 0.449 -0.569
H -3.405 1.610 -1.931
H -2.924 2.159 -0.321
C -5.108 4.417 -2.910
O -4.027 4.322 -1.911
C -3.435 5.349 -1.416
O -3.852 6.521 -1.354
O -2.350 4.924 -0.688
C -1.911 5.709 0.366
H -5.941 3.819 -2.543
H -4.892 3.727 -3.726
H -5.560 5.387 -3.118
H -1.936 6.777 0.152
H -0.912 5.327 0.575
H -2.545 5.618 1.249
O 2.921 3.763 1.328
C 2.394 3.844 0.166
O 1.516 4.820 -0.120
C 1.247 4.888 -1.569
C 1.839 3.452 -1.927
O 2.727 3.099 -0.933
H 0.196 4.976 -1.846
H 1.755 5.715 -2.065
H 2.402 3.557 -2.855
H 1.087 2.682 -2.095
O -3.380 -1.841 -2.225
C -2.435 -1.697 -2.968
O -1.262 -2.324 -2.861
C -0.247 -1.746 -3.634
C -1.081 -0.681 -4.351
O -2.366 -0.762 -3.785
H 0.384 -1.176 -2.952
H 0.268 -2.482 -4.251
H -1.040 -0.876 -5.422
H -0.632 0.308 -4.261
O -2.662 -5.151 0.687
C -3.035 -3.990 0.979
O -4.251 -3.532 0.881
C -4.377 -2.173 1.206
C -2.999 -1.830 1.650
O -2.235 -2.954 1.319
H -4.634 -1.551 0.348
H -5.089 -2.048 2.022
H -3.013 -1.700 2.732
H -2.680 -0.899 1.180
O -0.702 -1.871 4.510
C -0.564 -0.712 4.396
O 0.498 -0.024 4.085
C 0.275 1.333 4.064
C -1.224 1.503 4.450
O -1.594 0.132 4.528
H 0.971 1.774 4.777
H 0.527 1.778 3.101
H -1.607 2.104 3.625
H -1.293 1.964 5.435

=====

82
Properties=species:S:1:pos:R:3 method="wB97M-V/def2-TZVPD" homo_energy_ev=-9.427 lumo_ev=0.4 energy_ha=-6862.14710 charge=0 orbital_gap_ev=9.81 smiles="Fc1ccccc1.CC(C)=O.CC(C)=O.CC(C)=O.CC(C)=O.ClCCl.ClCCl.ClCCl.ClCCl.ClCCl.ClCCl" largest_force_ev_per_a=2.276 e_above_lowest_kcal_mol=0.0
F -3.083 1.587 -0.539
C -3.355 1.526 0.768
C -2.347 1.753 1.682
C -2.673 1.611 3.032
C -3.995 1.412 3.428
C -4.977 1.223 2.462
C -4.642 1.217 1.136
H -1.341 2.028 1.389
H -1.892 1.658 3.787
H -4.279 1.313 4.468
H -6.025 1.151 2.722
H -5.362 0.952 0.371
C -4.413 2.026 -2.952
C -3.833 0.684 -2.626
C -4.490 -0.070 -1.520
O -2.984 0.163 -3.324
H -4.269 2.729 -2.130
H -5.493 1.918 -3.095
H -3.984 2.402 -3.876
H -3.842 -0.850 -1.132
H -5.383 -0.546 -1.941
H -4.834 0.585 -0.717
C 1.803 3.385 -0.695
C 0.316 3.394 -0.529
C -0.528 3.738 -1.728
O -0.194 3.138 0.530
H 2.085 2.378 -1.041
H 2.281 3.520 0.271
H 2.145 4.072 -1.466
H -0.173 4.633 -2.239
H -1.551 3.901 -1.386
H -0.553 2.924 -2.455
C 1.778 -3.651 -2.136
C 3.104 -3.233 -2.703
C 4.199 -2.879 -1.714
O 3.230 -2.980 -3.872
H 1.800 -3.509 -1.054
H 1.530 -4.686 -2.373
H 0.975 -3.037 -2.530
H 4.635 -3.786 -1.271
H 3.793 -2.264 -0.915
H 5.019 -2.416 -2.263
C 0.257 0.148 1.458
C 0.633 -0.275 0.073
C -0.448 -0.317 -0.953
O 1.789 -0.599 -0.217
H 0.043 -0.729 2.067
H -0.653 0.750 1.442
H 1.076 0.705 1.905
H -1.466 -0.335 -0.565
H -0.317 -1.104 -1.680
H -0.379 0.638 -1.489
Cl 0.442 2.212 4.921
C 0.413 0.513 5.447
Cl -0.760 0.224 6.725
H 0.194 -0.116 4.591
H 1.413 0.280 5.790
Cl -0.276 -2.906 -5.521
C -1.432 -2.238 -4.361
Cl -1.676 -3.293 -2.957
H -1.055 -1.286 -4.001
H -2.375 -2.011 -4.838
Cl 3.979 0.765 -4.423
C 2.574 0.071 -3.589
Cl 1.180 1.161 -3.567
H 2.311 -0.855 -4.092
H 2.829 -0.167 -2.559
Cl 3.651 2.134 2.405
C 5.005 1.880 1.335
Cl 4.609 0.843 -0.072
H 5.338 2.833 0.947
H 5.816 1.405 1.872
Cl -0.350 -3.000 3.144
C 0.583 -4.064 4.242
Cl 0.520 -3.387 5.886
H 0.121 -5.036 4.272
H 1.615 -4.055 3.927
Cl 2.775 -1.117 3.868
C 3.283 -1.935 2.384
Cl 4.335 -3.318 2.721
H 2.396 -2.295 1.885
H 3.810 -1.238 1.752